ORCA calculation (ωB97M-V/def2-TZVPD) on a molecular structure, C25H58AlN2O2Si3.

Element x y z (Å)
O  -0.0663  3.8980  -0.2142
O  -2.3573  3.9204  -1.4001
C  0.2707  4.6124  0.9851
C  1.3148  3.9627  1.8980
H  -0.6665  4.6005  1.5514
H  0.4957  5.6606  0.7062
H  0.8828  3.1027  2.4378
H  1.5745  4.7143  2.6613
H  2.2424  3.6381  1.4143
C  1.0488  3.5872  -1.0914
C  1.6215  4.8296  -1.7323
H  0.6721  2.9357  -1.8901
H  1.8160  2.9984  -0.5449
H  0.8386  5.2490  -2.3781
H  2.5179  4.6051  -2.3280
H  1.9042  5.5664  -0.9719
C  -2.7404  3.7822  -2.7729
C  -2.7132  5.2207  -0.8895
C  -1.5654  3.9189  -3.7174
H  -3.4857  4.5592  -3.0415
H  -3.1960  2.7874  -2.8513
H  -1.1656  4.9378  -3.7554
H  -1.9413  3.6873  -4.7181
H  -0.7464  3.2388  -3.4765
C  -2.0131  6.3194  -1.6328
H  -2.4327  5.2112  0.1699
H  -3.8079  5.3597  -0.9578
H  -0.9422  6.1176  -1.7160
H  -2.1420  7.2599  -1.0950
H  -2.4321  6.4308  -2.6369
H  -1.5693  2.4738  -0.2745
Al  -1.4143  -0.3463  0.4128
C  -2.2923  1.5679  -0.1553
Si  -4.1111  1.9589  0.3672
H  -2.3367  0.9987  -1.1061
H  -2.1735  1.2456  0.9407
C  -3.8488  3.0932  1.8251
C  -4.9982  0.4204  1.0273
C  -5.2805  2.6497  -0.9148
C  -1.6008  -0.2026  2.3754
Si  -1.5006  -1.9873  2.9711
H  -2.5065  0.3188  2.7388
H  -0.7630  0.4449  2.6892
C  -3.3195  -2.4816  3.0249
C  -0.6393  -2.1024  4.6401
C  -0.6636  -3.1135  1.7212
H  -6.3040  2.5136  -0.5295
H  -5.1841  2.1065  -1.8663
H  -5.1085  3.7182  -1.1035
H  -3.3543  2.5843  2.6557
H  -4.8166  3.4612  2.1785
H  -3.2262  3.9513  1.5644
H  -4.4125  -0.2802  1.6338
H  -5.4281  -0.1529  0.1959
H  -5.8321  0.7798  1.6488
H  -0.6543  -1.1403  5.1708
H  0.4141  -2.3935  4.5206
H  -1.1481  -2.8484  5.2670
H  0.3457  -2.7790  1.4577
H  -1.2241  -3.2324  0.7847
H  -0.5799  -4.1111  2.1713
H  -3.4341  -3.3036  3.7454
H  -3.6421  -2.8245  2.0301
H  -3.9703  -1.6445  3.3188
C  1.9140  0.2545  2.1484
C  1.7027  -0.4141  0.8328
C  2.7739  -1.0306  0.2001
C  2.6500  -1.5482  -1.0798
C  1.4239  -1.4464  -1.7281
C  0.3430  -0.9860  -0.9820
N  0.4949  -0.3488  0.2324
N  -1.0057  -1.1731  -1.2208
Si  -1.7830  -2.0577  -2.6033
C  -1.3002  -1.1667  -4.1745
C  -1.1406  -3.7992  -2.4423
C  -3.6349  -1.9114  -2.3720
H  2.1970  1.3042  2.0173
H  1.0784  0.2517  2.8497
H  2.7429  -0.2249  2.6756
H  3.7264  -1.0732  0.7277
H  3.4944  -2.0012  -1.5908
H  1.2971  -1.7345  -2.7704
H  -0.2181  -1.0147  -4.2739
H  -1.6449  -1.7403  -5.0490
H  -1.7937  -0.1851  -4.2165
H  -0.9451  -4.0337  -1.3879
H  -1.8932  -4.5095  -2.8134
H  -0.2125  -3.9656  -3.0035
H  -3.9427  -2.1156  -1.3395
H  -3.9918  -0.9109  -2.6525
H  -4.1584  -2.6342  -3.0211

Output
Frontier orbital gap in eV: 8.722
Total charge: +1
Lowest unoccupied orbital energy in hartree: -0.0888



ORCA calculation (ωB97M-V/def2-TZVPD) on a molecular structure, C25H58O24.

Element x y z (Å)
C  1.9952  -2.2339  -1.4931
C  3.3994  -2.3074  -2.0934
O  3.2028  -1.9850  -3.4393
C  1.9275  -2.1764  -3.7607
O  1.5225  -2.1366  -4.9276
O  1.1591  -2.1939  -2.6657
H  1.9420  -1.2980  -0.9368
H  1.6843  -3.0366  -0.8245
H  3.6621  -3.3651  -2.0721
H  4.2386  -1.6769  -1.7992
C  -1.4898  -1.8149  -3.4830
C  -2.8869  -1.8036  -2.9456
O  -3.3146  -3.1521  -3.1047
C  -2.2640  -3.9163  -3.2966
O  -2.2534  -5.1379  -3.3618
O  -1.2135  -3.1670  -3.4062
H  -0.8507  -1.2717  -2.7869
H  -1.4786  -1.5262  -4.5340
H  -3.6153  -1.2559  -3.5436
H  -2.9809  -1.3611  -1.9539
C  -3.5798  -0.1359  2.6648
C  -2.8418  1.1443  2.3302
O  -2.9939  1.2763  1.0352
C  -3.2708  0.1095  0.4772
O  -3.2459  -0.2041  -0.6931
O  -3.6068  -0.8002  1.4503
H  -4.5924  -0.0506  3.0591
H  -2.9561  -0.7437  3.3204
H  -1.7886  1.1444  2.6110
H  -3.2150  2.0516  2.8053
C  -2.0374  2.2814  -1.1866
C  -2.7434  3.0040  -0.1222
O  -2.8651  4.2916  -0.6095
C  -2.2607  4.4601  -1.8258
O  -2.1578  5.5252  -2.3904
O  -1.8386  3.2662  -2.2243
H  -2.6064  1.4141  -1.5213
H  -1.1319  1.9278  -0.6936
H  -2.2093  3.0981  0.8233
H  -3.7053  2.5317  0.0774
C  3.1571  1.7096  2.8727
C  2.7469  1.9410  1.4425
O  3.9140  2.4818  0.8121
C  4.8646  2.5438  1.7128
O  6.0449  2.8412  1.4507
O  4.3423  2.4921  2.9655
H  3.3840  0.6487  2.9777
H  2.3858  2.0550  3.5611
H  1.9741  2.7010  1.3269
H  2.4904  0.9463  1.0779
O  1.4203  0.0232  2.8051
H  2.1695  -0.2291  2.2654
H  1.2125  -0.7630  3.3099
O  0.6717  1.7678  -2.6746
H  0.3294  2.6581  -2.7540
H  -0.1047  1.2227  -2.5466
O  2.8274  -0.6676  1.4596
H  2.9880  -0.2783  0.6000
H  2.7396  -1.6048  1.2861
O  -1.3079  0.4323  -2.7339
H  -1.2921  0.6436  -3.6673
H  -2.2376  0.4182  -2.5067
C  -0.5740  -1.8311  2.1597
C  0.0416  -2.5740  3.4047
O  0.8453  -1.8176  4.2105
H  -0.9865  -0.8667  2.4561
H  -1.3492  -2.3351  1.5824
H  0.2660  -1.7457  1.4704
H  0.6493  -3.3661  2.9672
H  -0.7298  -2.9821  4.0577
H  1.1998  -2.3695  4.9115
C  -0.2062  0.1750  -0.7731
C  0.1811  -0.2892  0.5555
O  0.2718  0.7953  1.4091
H  -0.0323  -0.6077  -1.5115
H  0.3936  1.0464  -1.0358
H  -1.2444  0.4986  -0.6981
H  1.1920  -0.6873  0.4679
H  -0.6291  -0.9038  0.9477
H  0.7667  0.4519  2.1566
C  2.6031  0.6633  -2.2625
C  3.2825  0.6933  -0.9262
O  3.6375  -0.5198  -0.3892
H  2.6190  1.6724  -2.6744
H  1.5962  0.2493  -2.2089
H  3.2460  0.0536  -2.8973
H  2.6570  1.0834  -0.1233
H  4.1681  1.3288  -0.9230
H  4.3624  -0.8927  -0.8962
C  0.5065  3.2610  2.6443
C  -0.6499  3.1919  1.6347
O  -0.3743  2.7421  0.3258
H  0.1208  3.6302  3.5945
H  1.2850  3.8375  2.1445
H  0.9290  2.2993  2.9353
H  -1.2142  4.1210  1.5538
H  -1.3854  2.5003  2.0453
H  0.1667  1.9539  0.2384
C  -1.2221  -3.0421  -0.5270
C  -2.5434  -2.4719  0.0290
O  -3.1731  -3.4883  0.8137
H  -0.6649  -2.2602  -1.0429
H  -1.4459  -3.7806  -1.2969
H  -0.6163  -3.4261  0.2938
H  -3.1999  -2.0728  -0.7442
H  -2.2967  -1.6243  0.6684
H  -3.9085  -3.0527  1.2508

Output
Frontier orbital gap in eV: 8.736
Total charge: 0
ΔE to the lowest compared entry with this formula, charge and spin in kcal per mole: 599.3
Lowest unoccupied orbital energy in hartree: -0.0191



Largest force on an atom, respectively: 2.1; 11.1 eV Å⁻¹.